C2HErO3 as an isolated structure at a distorted geometry, computed with ωB97M-V with the def2-TZVPD basis set.

The geometry in XYZ format:
```
7
C2HErO3 ωB97M-V with the def2-TZVPD basis set
O 0.1143 0.1667 0.2221
O 0.9814 -1.3282 1.3218
O 0.8482 -1.6909 -0.9363
C 0.3691 -0.1592 1.9171
C 0.7212 -1.0181 0.0430
H 1.1768 0.5986 1.9762
Er -1.2004 1.6701 -0.8955
```

Properties
**Lowest unoccupied orbital energy (spin up / spin down)**: -10.8 / -11.4 eV
**E**: -35829.181 eV
**2S+1**: 4
**Kohn-Sham gap (spin up / spin down)**: 9.07 / 7.17 eV
**Charge**: +2
**ΔE to the lowest compared entry with this formula, charge and spin**: 17.9 kcal/mol
**E_HOMO (spin up / spin down)**: -19.869 / -18.577 eV